Record 1
{"formula": "C24H21CuN3OSb", "method": "ωB97M-V/def2-TZVPD", "elements": ["Cu", "O", "N", "C", "C", "N", "C", "N", "C", "C", "C", "C", "C", "C", "C", "Sb", "C", "C", "C", "C", "C", "C", "C", "C", "C", "C", "C", "C", "C", "C", "H", "H", "H", "H", "H", "H", "H", "H", "H", "H", "H", "H", "H", "H", "H", "H", "H", "H", "H", "H", "H"], "xyz": [[0.7732, 0.5688, 2.5078], [0.5431, 0.0628, 4.2730], [0.4463, 0.9345, 5.2263], [0.2483, 0.3861, 6.3755], [0.1468, -1.0435, 6.5735], [0.0593, -2.1788, 6.7307], [0.1097, 1.2411, 7.5314], [0.0027, 1.8849, 8.4783], [3.2760, 1.3958, -1.1732], [2.2739, 0.9780, -2.2250], [2.5913, 1.0699, -3.5792], [1.6805, 0.7015, -4.5601], [0.4247, 0.2305, -4.2015], [0.0904, 0.1342, -2.8580], [1.0076, 0.5024, -1.8777], [0.3263, 0.2439, 0.1308], [-1.6053, 1.1464, -0.1020], [-2.7721, 0.5394, 0.3613], [-3.9914, 1.2013, 0.3272], [-4.0484, 2.4954, -0.1596], [-2.8857, 3.1230, -0.5835], [-1.6502, 2.4791, -0.5528], [-0.4203, 3.2511, -0.9750], [0.5112, -1.9007, 0.0023], [1.8557, -2.2152, 0.2163], [2.3216, -3.5159, 0.1014], [1.4305, -4.5245, -0.2224], [0.0924, -4.2226, -0.4222], [-0.3966, -2.9204, -0.3092], [-1.8703, -2.6853, -0.5146], [4.1883, 1.7804, -1.6277], [3.5509, 0.5522, -0.5342], [2.8653, 2.1775, -0.5280], [3.5707, 1.4414, -3.8643], [1.9532, 0.7847, -5.6060], [-0.2930, -0.0567, -4.9601], [-0.8979, -0.2147, -2.5789], [-2.7389, -0.4544, 0.7690], [-4.8853, 0.7091, 0.6905], [-4.9920, 3.0291, -0.1869], [-2.9306, 4.1467, -0.9391], [-0.6669, 4.2964, -1.1542], [0.0157, 2.8464, -1.8906], [0.3513, 3.2267, -0.1979], [2.5627, -1.4333, 0.4805], [3.3685, -3.7359, 0.2682], [1.7733, -5.5495, -0.3125], [-0.6036, -5.0181, -0.6663], [-2.3539, -3.5784, -0.9077], [-2.0585, -1.8632, -1.2078], [-2.3506, -2.4499, 0.4341]], "forces_ev_per_angstrom": [[0.168, 0.075, -0.142], [0.162, -0.380, -0.586], [-0.025, 0.245, 0.144], [-0.188, 0.028, 1.128], [0.015, 0.196, -0.185], [0.011, 0.098, 0.022], [0.072, -0.141, -0.167], [-0.004, -0.051, -0.135], [-0.116, -0.050, -0.088], [0.040, 0.006, 0.114], [0.022, 0.010, 0.027], [-0.008, -0.008, 0.025], [0.039, 0.022, 0.004], [0.106, 0.033, -0.009], [0.100, 0.129, 0.116], [-0.297, -0.154, -0.387], [-0.046, -0.017, 0.053], [0.100, 0.174, -0.110], [0.017, -0.022, 0.007], [0.008, 0.079, -0.013], [-0.016, -0.028, -0.014], [0.011, -0.022, -0.029], [-0.082, -0.133, -0.011], [-0.137, -0.033, 0.062], [-0.107, -0.031, -0.014], [0.015, 0.020, -0.002], [-0.011, -0.065, -0.008], [-0.020, 0.047, 0.053], [0.046, 0.031, -0.087], [0.147, 0.052, -0.025], [-0.030, -0.012, -0.001], [0.000, 0.046, -0.025], [0.025, -0.031, -0.020], [-0.071, -0.030, 0.004], [-0.021, -0.007, 0.065], [0.029, 0.013, 0.024], [0.008, -0.009, -0.004], [0.018, -0.194, 0.069], [0.045, 0.011, -0.010], [0.070, -0.038, -0.015], [0.006, -0.034, 0.024], [-0.016, -0.010, 0.040], [-0.020, 0.041, 0.050], [0.000, -0.005, -0.027], [0.007, -0.024, 0.013], [-0.032, 0.017, 0.004], [-0.031, 0.083, 0.001], [0.034, 0.034, 0.006], [0.027, 0.014, -0.030], [-0.014, 0.015, 0.055], [-0.053, 0.008, 0.033]], "orbital_gap_ev": 8.8, "energy_ha": -3047.26166, "charge": 0, "mol_weight_g_mol": 552.758}



Record 2
{"formula": "C5H14N2O", "method": "ωB97M-V/def2-TZVPD", "elements": ["C", "C", "O", "C", "C", "N", "C", "N", "H", "H", "H", "H", "H", "H", "H", "H", "H", "H", "H", "H", "H", "H"], "xyz": [[0.2377, -3.0484, -0.7915], [-0.2422, -1.5872, -1.1647], [0.0139, -0.9874, -2.4523], [0.0874, -0.5074, -0.1257], [-1.1168, 0.3142, 0.4065], [-0.8753, 1.2964, 1.4445], [-0.0007, 2.3570, 1.1724], [1.5664, 2.2817, 1.5035], [0.7434, -3.3106, -1.7339], [1.0289, -3.0467, -0.0438], [-0.6389, -3.6809, -0.5958], [-1.3424, -1.7449, -1.2172], [0.5436, -1.6479, -2.9176], [0.5212, -1.0050, 0.7814], [0.8506, 0.2328, -0.5465], [-1.9461, -0.3791, 0.6398], [-1.3309, 0.9892, -0.4649], [-0.9024, 0.9867, 2.4146], [0.1676, 2.4900, 0.1047], [-0.2889, 3.2952, 1.6838], [1.9243, 3.0917, 1.9830], [1.9145, 1.4159, 1.8834]], "forces_ev_per_angstrom": [[0.715, 1.764, -2.050], [-2.270, 0.536, 1.042], [1.031, -1.563, 0.120], [1.126, 0.208, 1.535], [0.427, 0.749, -1.901], [0.069, -0.838, 0.935], [3.121, 1.159, 0.342], [-1.521, -0.480, -0.491], [-0.195, -0.928, 0.264], [-0.355, -0.127, 0.268], [0.676, 0.099, 0.078], [0.313, 0.460, 0.409], [-0.030, 0.379, -0.403], [0.031, 0.388, -0.684], [-0.852, -1.193, 0.558], [0.216, 0.678, 0.020], [-0.765, -0.940, 0.443], [0.079, 0.042, -0.488], [-1.245, 0.175, -0.107], [-0.169, -0.434, -0.445], [-0.216, -0.108, 0.332], [-0.184, -0.027, 0.225]], "orbital_gap_ev": 9.2, "energy_ha": -383.58464, "charge": 0, "mol_weight_g_mol": 118.180, "de_lowest_ev": 3.158, "smiles": "C[C@H](O)CCNCN"}



Record 3
{"formula": "C2H3N5O", "method": "ωB97M-V/def2-TZVPD", "elements": ["C", "C", "H", "H", "H", "N", "N", "N", "N", "N", "O"], "xyz": [[0.4881, -0.4317, 0.1785], [-0.0240, 0.9762, 0.2671], [3.0165, 0.6567, 1.1051], [3.9770, 0.1162, -0.9293], [0.9162, 1.6197, -0.0100], [2.7508, 0.4848, -0.0963], [1.8370, -0.6629, -0.1297], [-1.3907, 1.3179, -0.0848], [-2.2882, 0.3851, -0.1690], [-1.9052, -0.8005, -0.0117], [-0.4650, -1.3413, 0.0752]], "forces_ev_per_angstrom": [[4.613, 2.767, -1.222], [-2.583, -0.027, -3.560], [-0.225, -0.973, -4.767], [-4.173, 0.861, 3.457], [-2.438, -0.080, 1.156], [2.153, -0.797, 1.863], [-3.938, 0.425, 0.915], [7.991, 3.190, 1.383], [1.999, -4.983, 1.408], [-2.655, -1.029, -0.818], [-0.746, 0.645, 0.184]], "orbital_gap_ev": 6.7, "energy_ha": -426.65036, "charge": 0, "mol_weight_g_mol": 113.080, "de_lowest_ev": 11.082}